The following is a quantum chemistry calculation of 9 unconnected molecules or ions with the total composition C48H87O15PS, from OMol25.

Structure (ORCA input):
```
! wB97M-V def2-TZVPD RIJCOSX def2/J DEFGRID3
* xyz 0 1
H 4.01098 -2.39998 2.96608
H -1.59407 3.43884 -6.73924
H 3.74799 -1.56388 6.38579
C 2.15896 -0.81476 -1.74633
P 2.36707 -4.76535 0.29547
H -3.23430 4.66638 -5.51816
C 4.93147 -5.50475 -5.76503
H -6.64646 8.61715 8.88869
H -2.83240 1.16332 -5.65973
H 9.61557 -5.76015 -1.98489
H 1.46393 -3.62562 2.41912
O -4.09684 2.77870 -5.57736
H 8.65577 -4.47722 -4.20127
C 6.12814 -6.17039 -7.67294
H 6.56173 -4.13062 5.02645
H 8.65327 -4.19270 -0.40054
C -3.04704 2.11561 -7.59339
C 0.20578 -2.12460 0.00416
C -5.94050 7.36220 7.29211
H 8.23877 -1.94357 -1.07721
C -3.60999 1.62530 -6.27721
O -4.24549 1.25271 -1.38284
H -7.47430 -0.84528 -2.03438
H 10.55088 -4.46498 -2.75573
C 5.89958 -6.60788 -5.39740
H -8.57521 7.20763 9.31555
C -4.41349 6.22713 2.12022
H -2.92490 2.24455 -2.64107
C -6.50834 7.54928 8.68214
H -5.25302 8.16438 7.00866
C -5.78591 3.04327 -1.21815
O 8.16194 -2.93884 -2.89775
H -5.02980 7.93390 3.27339
O 6.71442 -6.84810 -6.55307
O 6.18124 -0.21919 -0.00283
H -5.97582 1.10072 -0.24594
C -1.06656 -1.27374 -0.58402
H -5.60540 3.45512 -0.21821
H -5.87012 7.12954 9.46381
C 3.35845 -3.50444 -2.35890
O 6.79390 0.88818 2.04386
C 4.74634 -5.72754 -7.24382
H -0.86684 -0.69102 -1.57842
C -0.50941 1.00217 0.87582
H -6.19166 1.06842 -2.01017
H 4.39567 -4.84294 -7.78144
H -2.26098 1.46752 -7.98912
O -7.05342 7.33817 6.38771
H 5.47954 -2.30951 -2.98315
H 5.15466 -0.93545 5.49884
O 2.13679 0.83859 2.11579
H 4.02621 -6.53751 -7.40945
C -8.33846 -2.14140 0.48226
H 8.21680 0.84279 0.39744
H 7.25531 -3.44865 7.58249
O 4.87477 -2.96356 5.34555
O 3.29687 -4.54836 -3.20668
C -4.67182 3.45257 -2.14659
C 2.37166 -3.37496 -1.01371
H -7.70376 -1.87695 1.33251
H -4.98608 3.31268 -3.18774
H -0.18356 -3.22363 0.25980
H -3.62324 6.84484 1.68476
H -1.80117 -0.87825 1.57653
C 3.78269 -0.87237 -2.14891
H -10.23762 -1.08050 0.68544
C -1.56583 -0.23055 0.62378
H -1.06746 2.05635 0.87244
C -9.49170 -1.26106 -1.36416
H -2.47457 4.16723 -8.09636
S 0.44682 0.90406 2.48590
H 5.71894 1.80185 -0.51669
C -3.58684 2.45759 -1.79719
O -7.52362 -2.38162 -0.67340
H 6.06110 -1.02062 7.73779
C 4.79071 -1.76011 6.12135
C 9.60618 -4.70026 -2.25148
H 4.23922 0.73033 0.19712
C -9.30656 -1.03827 0.11463
H 4.79662 -4.87090 -0.39702
H -4.00590 5.23116 2.32501
C 4.06740 -5.69015 0.06101
H 0.27414 1.05200 0.00846
H -3.84666 2.18060 -8.34069
C -8.10989 -1.70391 -1.79328
C -6.41748 6.30256 3.34193
H 4.00041 -5.54698 -5.19422
H 4.00662 -6.55123 -0.72886
H 5.39617 -4.52671 -5.59235
H 6.10406 -6.84033 -8.53727
H -10.21183 -2.07103 -1.52978
C 3.47680 -2.66885 1.93906
C -6.72650 6.29322 1.86070
C -5.01052 6.84159 3.36732
H 4.27104 -2.79609 1.06013
H -7.12713 6.89781 3.92208
H -4.47639 4.41056 -6.76398
C 2.51182 -4.00054 2.04832
H -8.77439 8.18872 7.11566
H -8.84186 -0.06022 0.28731
C -5.63790 1.53763 -1.19007
H -4.35441 4.49086 -2.02135
C -3.62354 3.95357 -6.25033
C 9.41441 -3.78027 -1.07353
H -9.84237 -0.37646 -1.90177
H 6.53427 -6.34344 -4.54715
C 8.44014 -4.32490 -3.13978
H 5.10509 -2.46313 8.12874
O 1.49097 0.26284 -2.16019
H 2.82353 -1.72107 1.64350
H 7.54260 -4.89617 -2.88012
H -6.42915 5.27815 3.73247
C 5.95242 -3.76055 5.85606
H -7.12438 7.25899 1.53155
H -4.45812 6.58572 4.27499
H 5.51543 -4.61824 6.37834
H 4.26065 1.36661 -2.63108
H 0.48907 -1.63831 1.04586
H -4.42277 0.90561 -6.41101
H 9.71321 -1.88020 -2.06833
H 10.32634 -3.61011 -0.49568
H -8.86761 -3.07144 0.71689
C -7.85088 6.87453 8.56797
C 8.89183 -2.52378 -1.73490
O 0.10066 -0.38458 3.31066
H -6.77566 3.36860 -1.54842
H -7.43930 5.51029 1.58611
H 7.48367 -2.30306 6.24760
H 5.37043 -7.53792 -5.16277
H -2.01154 -1.96960 -0.79546
C 6.73740 -2.88137 6.80501
O -5.48409 6.07606 1.17777
C 1.55385 -2.09842 -0.92621
C 5.67062 -1.95902 7.33603
C 5.17900 0.74727 -0.53240
H 6.76373 -5.31176 -7.91405
C 7.15281 0.55893 0.79977
C -8.26059 7.22196 7.15351
O 0.15290 2.10774 3.45433
H -2.97947 2.81191 -0.95719
H 2.60917 0.51168 2.96110
H -5.41627 6.40486 7.20240
C 4.76285 0.44854 -2.10623
C -2.56954 3.49953 -7.23634
H 3.01194 -4.77719 2.77784
H 5.77025 0.19588 -2.67820
H -7.73030 5.78911 8.66627
H -8.90959 6.46408 6.70619
C 4.37902 -2.20098 -2.57789
H 4.54272 -6.00735 1.08945
H -2.60164 0.28314 0.32663
H -8.13397 -2.37385 -2.65761
*
```

As for the SMILES: CCP(C)C1=C(CCCCS(=O)(=O)O)C(=O)C(CCOC=O)=CC1=O.C1CCOC1.C1CCOC1.C1CCOC1.C1CCOC1.C1CCOC1.C1CCOC1.C1CCOC1.C1CCOC1. Its LUMO energy is -1.39 eV. For the HOMO energy, the calculation gives -7.895 eV. The calculation puts the energy at -102006.1716 eV.

These are the Löwdin partial charges, in e, on atoms 1 to 99: number 1, H, carries 0.0748; number 2, H, carries 0.1180; number 3, H, carries 0.1205; number 4, C, carries -0.1473; number 5, P, carries 0.8992; number 6, H, carries 0.1182; number 7, C, carries -0.1865; number 8, H, carries 0.1178; number 9, H, carries 0.1178; number 10, H, carries 0.1184; number 11, H, carries 0.0796; number 12, O, carries -0.1558; number 13, H, carries 0.1227; number 14, C, carries -0.2106; number 15, H, carries 0.1176; number 16, H, carries 0.1176; number 17, C, carries -0.1829; number 18, C, carries -0.1552; number 19, C, carries -0.2068; number 20, H, carries 0.1026; number 21, C, carries -0.2029; number 22, O, carries -0.1538; number 23, H, carries 0.0973; number 24, H, carries 0.1188; number 25, C, carries -0.2014; number 26, H, carries 0.1159; number 27, C, carries -0.2067; number 28, H, carries 0.1160; number 29, C, carries -0.1823; number 30, H, carries 0.1194; number 31, C, carries -0.1720; number 32, O, carries -0.1542; number 33, H, carries 0.1201; number 34, O, carries -0.1412; number 35, O, carries -0.1663; number 36, H, carries 0.1181; number 37, C, carries -0.1727; number 38, H, carries 0.1091; number 39, H, carries 0.1167; number 40, C, carries -0.2094; number 41, O, carries -0.0325; number 42, C, carries -0.1809; number 43, H, carries 0.1112; number 44, C, carries -0.2101; number 45, H, carries 0.1049; number 46, H, carries 0.1154; number 47, H, carries 0.1164; number 48, O, carries -0.1585; number 49, H, carries 0.1210; number 50, H, carries 0.1171; number 51, O, carries -0.2657; number 52, H, carries 0.1172; number 53, C, carries -0.2079; number 54, H, carries 0.1675; number 55, H, carries 0.1154; number 56, O, carries -0.1616; number 57, O, carries -0.0534; number 58, C, carries -0.1702; number 59, C, carries -0.2419; number 60, H, carries 0.1172; number 61, H, carries 0.1046; number 62, H, carries 0.1267; number 63, H, carries 0.1170; number 64, H, carries 0.1234; number 65, C, carries -0.0760; number 66, H, carries 0.1148; number 67, C, carries -0.1923; number 68, H, carries 0.1290; number 69, C, carries -0.1816; number 70, H, carries 0.1155; number 71, S, carries 0.8117; number 72, H, carries 0.1369; number 73, C, carries -0.2007; number 74, O, carries -0.1366; number 75, H, carries 0.1168; number 76, C, carries -0.2069; number 77, C, carries -0.1767; number 78, H, carries 0.1414; number 79, C, carries -0.1845; number 80, H, carries 0.0381; number 81, H, carries 0.1168; number 82, C, carries -0.3064; number 83, H, carries 0.1041; number 84, H, carries 0.1170; number 85, C, carries -0.2025; number 86, C, carries -0.1857; number 87, H, carries 0.0920; number 88, H, carries 0.0524; number 89, H, carries 0.1165; number 90, H, carries 0.1156; number 91, H, carries 0.1166; number 92, C, carries -0.1715; number 93, C, carries -0.2053; number 94, C, carries -0.1807; number 95, H, carries 0.0758; number 96, H, carries 0.1024; number 97, H, carries 0.1179; number 98, C, carries -0.4017; number 99, H, carries 0.1183